No. 1
DFT (ωB97M-V/def2-TZVPD) results for C6H14O in the gas phase.

Positions of all 21 atoms, in Å:
C -1.39685 -1.26333 -0.74560
C -1.12098 -0.54827 0.54623
C -2.21390 0.89884 0.51862
C 0.31609 -0.05029 0.77032
C 1.32216 0.07183 -0.36858
C 2.60034 0.76411 0.10584
O 1.65113 -1.19494 -0.95705
H -2.47647 -1.38910 -0.82571
H -0.88841 -2.22907 -0.80070
H -1.04447 -0.66463 -1.59371
H -1.45844 -1.05896 1.44613
H -3.19746 0.49088 0.74375
H -2.25701 1.39886 -0.47153
H -2.05075 1.73118 1.25377
H 0.76183 -0.23793 1.75837
H -0.43192 0.78815 0.79169
H 0.85567 0.70126 -1.14141
H 3.09969 0.15567 0.86855
H 2.38119 1.74898 0.53105
H 3.30514 0.90451 -0.72475
H 2.24342 -1.01774 -1.70528

## Properties
frontier orbital gap = 0.366 hartree
relative energy (zero: lowest compared OMol25 entry of this formula, charge and spin) = 289.4 kJ/mol
charge = 0
LUMO = 0.035 Ha
total energy = -312.14482 Eh
SMILES = CC(C)C[C@@H](C)O

No. 2
DFT (ωB97M-V/def2-TZVPD) results for C26H61BrCoN4O3PSiTe as an isolated structure.

Positions of all 99 atoms, in Å:
Co 0.28079 -0.22477 -1.99651
C 0.13645 2.71849 -2.43831
C -1.31769 2.32968 -2.18204
N -1.44466 0.94825 -1.65288
C -2.49870 0.10669 -2.25186
C -2.47338 -1.29096 -1.61106
N -1.09328 -1.67395 -1.23436
C -0.70216 -3.10731 -1.34782
C 0.55040 -3.29099 -2.19589
C 1.85527 -2.80260 -1.57111
N 1.75593 -1.41719 -1.04614
C 2.97242 -0.59891 -1.18036
C 2.72015 0.77949 -0.56142
N 1.32329 1.21832 -0.81561
C 1.09714 2.62277 -1.25560
H 0.14705 3.74822 -2.80399
H 0.53308 2.10771 -3.25925
H -1.87019 2.38274 -3.12153
H -1.79992 3.03090 -1.49711
H -1.59322 0.99326 -0.64652
H -2.27480 0.03613 -3.32090
H -3.49292 0.55007 -2.15293
H -2.86250 -2.01559 -2.32567
H -3.12237 -1.32304 -0.73244
H -0.97233 -1.41461 -0.25659
H -1.53143 -3.66841 -1.77927
H -0.55396 -3.50848 -0.34138
H 0.39660 -2.78905 -3.15422
H 0.66650 -4.35145 -2.42917
H 2.64268 -2.81826 -2.32593
H 2.17549 -3.47129 -0.76749
H 1.51239 -1.46615 -0.05848
H 3.16826 -0.50274 -2.25092
H 3.84821 -1.06597 -0.72038
H 3.41865 1.50192 -0.98231
H 2.90052 0.75300 0.51583
H 0.83037 1.10691 0.06683
H 2.05561 3.05837 -1.53868
H 0.72713 3.21016 -0.41090
C 2.43499 -4.09074 -6.65498
C 2.50663 -2.59003 -6.65521
O 1.79467 -2.10292 -5.46779
P 1.32922 -0.61951 -5.30286
O 0.93170 -0.43164 -3.87726
Te -0.53254 -0.30047 -6.85637
O 2.51335 0.32051 -5.69195
C 2.64612 1.27042 -6.79267
C 1.98498 2.57685 -6.44801
H 2.98933 -4.47078 -7.51320
H 1.40640 -4.43936 -6.73567
H 2.88247 -4.50564 -5.75340
H 2.03065 -2.15437 -7.53674
H 3.52804 -2.21961 -6.57831
H 2.23536 0.80527 -7.68954
H 3.72109 1.37195 -6.91789
H 0.90408 2.46980 -6.32936
H 2.15581 3.29505 -7.24963
H 2.39833 2.98898 -5.52829
C 0.12320 -2.03206 4.69354
C 0.31125 -0.51333 4.85466
C 0.35187 -0.20167 6.36126
C 1.69793 -0.17320 4.27491
Si -1.10174 0.46267 4.01418
Br -0.68536 -0.01515 1.69035
C -0.93571 2.37113 4.02484
C 0.51025 2.82077 3.75309
C -1.81461 3.05364 2.95856
C -1.34984 2.93539 5.39517
C -2.86430 -0.24383 4.23844
C -3.91044 0.54846 3.43549
C -3.27384 -0.19225 5.72135
C -2.97070 -1.71097 3.78010
H 1.03205 -2.52845 5.04083
H -0.04428 -2.33231 3.65696
H -0.69467 -2.41497 5.29918
H 1.15558 -0.79018 6.81160
H -0.56984 -0.46923 6.87623
H 0.56909 0.84623 6.56787
H 2.42086 -0.87972 4.68900
H 2.03919 0.82082 4.54577
H 1.73392 -0.26593 3.18754
H 0.93916 2.35674 2.86133
H 1.17151 2.62366 4.59323
H 0.51027 3.90242 3.59920
H -1.66270 2.63996 1.95927
H -1.54408 4.11177 2.92271
H -2.87360 3.00810 3.18782
H -0.73801 2.55776 6.21362
H -2.39594 2.74031 5.62989
H -1.22394 4.02120 5.37232
H -4.10916 1.52708 3.86512
H -4.85225 -0.00394 3.46263
H -3.63273 0.67898 2.38713
H -3.28744 0.81928 6.12552
H -2.63484 -0.80685 6.35489
H -4.28866 -0.58900 5.81017
H -2.59579 -1.86629 2.76697
H -4.02611 -1.99249 3.78720
H -2.45707 -2.39966 4.44354

## Properties
frontier orbital gap (spin up / spin down) = 0.359 / 0.231 hartree
relative energy (zero: lowest compared OMol25 entry of this formula, charge and spin) = 0.0 kJ/mol
charge = +2
LUMO (spin up / spin down) = -0.155 / -0.283 Ha
spin multiplicity = 5
total energy = -6327.37123 Eh

No. 3
DFT (ωB97M-V/def2-TZVPD) results for C2H2N2O3 in the gas phase.

Positions of all 9 atoms, in Å:
C -0.33880 2.62385 0.52776
C 0.20806 0.18455 0.48016
N 0.14755 1.57625 0.81536
N 1.62039 -0.40927 0.49142
O -0.69869 3.71271 0.40055
O -0.47413 -0.11655 -0.66768
O 1.87620 -1.01045 -0.51212
H 0.14610 -0.17118 -1.41794
H -0.24472 -0.36950 1.32464

## Properties
frontier orbital gap = 0.340 hartree
relative energy (zero: lowest compared OMol25 entry of this formula, charge and spin) = 248.1 kJ/mol
charge = 0
LUMO = -0.030 Ha
total energy = -412.55650 Eh
SMILES = O=C=N[C@@H](O)N=O

No. 4
DFT (ωB97M-V/def2-TZVPD) results for a 2-piece molecular cluster, C4H7N5O2 overall.

Positions of all 18 atoms, in Å:
C -3.03694 -0.73382 -0.27759
C 1.92431 1.15621 0.54556
C 2.99941 1.39174 -0.29658
C 1.71972 -0.17494 0.85439
H -4.00940 1.53919 0.88275
H -4.83458 -0.15152 -0.96774
H -3.18434 -1.74798 -0.67294
H -1.16274 -1.99773 -0.29755
H 1.28894 1.93900 0.92587
H 3.28312 2.38655 -0.62068
H 0.90648 -0.51591 1.50575
N -4.23058 -0.01251 -0.16938
N -1.93407 -0.27865 0.15038
N 3.76441 0.39608 -0.75665
N 3.51090 -0.83769 -0.42009
N 2.49434 -1.13635 0.36996
O -4.03430 1.37407 -0.07480
O -0.86087 -1.14944 0.08359

## Properties
frontier orbital gap = 0.365 hartree
relative energy (zero: lowest compared OMol25 entry of this formula, charge and spin) = 467.4 kJ/mol
charge = 0
LUMO = 0.021 Ha
total energy = -580.68133 Eh
SMILES = O/N=C/NO.c1cnnnc1

No. 5
DFT (ωB97M-V/def2-TZVPD) results for C5H8O in the gas phase.

Positions of all 14 atoms, in Å:
C -1.83387 0.35049 0.01225
C -0.77042 -0.53759 0.72226
O -0.59035 -0.27442 1.97703
C 0.48053 -0.49088 -0.06132
C 1.18148 0.31994 -1.03755
C 1.85671 -0.19139 0.25542
H -1.90665 0.11317 -1.05450
H -2.79311 0.17482 0.50005
H -1.56899 1.40332 0.14835
H -1.09815 -1.59828 0.43105
H 0.81891 1.33829 -1.16288
H 1.59096 -0.13051 -1.93869
H 2.65143 -0.90965 0.07193
H 1.98154 0.43268 1.13657

## Properties
frontier orbital gap (spin up / spin down) = 0.326 / 0.238 hartree
relative energy (zero: lowest compared OMol25 entry of this formula, charge and spin) = 506.2 kJ/mol
charge = 0
LUMO (spin up / spin down) = -0.013 / -0.056 Ha
total energy = -270.36510 Eh

No. 6
DFT (ωB97M-V/def2-TZVPD) results for an isolated ion of composition CH5BrN and charge +1.

Positions of all 8 atoms, in Å:
C 0.98281 -1.16565 -0.22648
N -0.16385 -0.00687 0.51089
Br -0.07752 -2.30067 -1.16824
H 1.66957 -0.53717 -0.94160
H 1.46245 -1.58859 0.64575
H -0.84406 -0.58372 1.00657
H 0.31862 0.73272 1.01177
H -0.63830 0.21804 -0.31236

## Properties
frontier orbital gap = 0.427 hartree
relative energy (zero: lowest compared OMol25 entry of this formula, charge and spin) = 36.2 kJ/mol
charge = +1
LUMO = -0.151 Ha
total energy = -2669.56465 Eh
SMILES = [NH3+]CBr

- Which formula does entry 2 have?
  C26H61BrCoN4O3PSiTe